#a
# C3H6N2O3

A structure of composition C3H6N2O3 (ωB97M-V/def2-TZVPD, the Open Molecules 2025 dataset).

The calculation puts the highest occupied orbital energy at -9.18 eV. As for the multiplicity: 1. The calculation puts the orbital gap at 9.267 eV.

```
14
Properties=species:S:1:pos:R:3:lowdin_charge:R:1
O -0.9766 -0.0018 1.8641 0.07
O 2.0034 -0.5156 -0.1299 -0.14
O 0.9547 1.0557 1.6382 0.11
N -1.3769 -0.3952 -2.2610 -0.11
N 0.9903 -0.5150 -0.9399 -0.04
C -0.0283 0.0648 -0.3619 -0.21
C -0.0737 0.4506 1.1710 -0.51
C -1.4160 0.0275 -0.9203 -0.44
H -2.5438 0.4782 -2.5171 0.23
H 2.4981 -1.6519 -0.4679 0.29
H -2.0856 -0.5505 -0.1247 0.15
H -1.5210 1.2123 -0.9627 0.15
H 1.0086 1.0311 2.7066 0.23
H -1.3932 -1.7113 -2.5407 0.21
```

---

#b
# C3H6N2O3

A structure of composition C3H6N2O3 (ωB97M-V/def2-TZVPD, the Open Molecules 2025 dataset).

The calculation puts the highest occupied orbital energy at -9.98 eV. As for the multiplicity: 1. The calculation puts the orbital gap at 9.782 eV.

```
14
Properties=species:S:1:pos:R:3:lowdin_charge:R:1
O 0.4506 0.8554 -3.5213 0.08
O 0.6858 -1.3224 -0.8326 -0.05
O -0.2108 -0.5062 1.4652 -0.22
N 0.1636 -0.1709 -1.5303 0.03
N -1.1152 0.6429 1.0409 0.02
C 0.6989 -0.0152 -2.7785 -0.37
C 0.8849 -0.7062 0.4916 -0.18
C -1.6185 0.8867 2.3611 -0.02
H 1.3160 -1.3855 1.1256 0.09
H -1.1224 0.5820 3.6224 0.19
H -2.6435 1.3770 2.3175 0.05
H 1.6174 0.1660 0.4471 0.16
H 1.5959 -0.5963 -2.8424 0.13
H -0.7028 0.1926 -1.3664 0.09
```

---

Which of them is least stable? Easy: #a.

---

#a
# C4H6OS2

A structure of composition C4H6OS2 (ωB97M-V/def2-TZVPD, the Open Molecules 2025 dataset).

The calculation puts the highest occupied orbital energy at -8.84 eV. As for the multiplicity: 1. The calculation puts the orbital gap at 8.190 eV.

```
13
Properties=species:S:1:pos:R:3:lowdin_charge:R:1
S -0.0445 -1.9456 0.0231 0.86
S 2.5992 -1.2807 -0.1579 0.68
O -0.2470 1.1085 -0.4166 -0.11
C 1.0509 1.5644 -0.1335 -0.24
C 1.0970 -0.7368 0.2009 -1.18
C 0.6113 0.5368 0.7582 -0.27
C -1.7488 -1.0807 -0.1683 -0.35
H 0.3390 0.8094 1.7470 0.14
H 1.1097 2.8384 -0.2673 0.19
H -1.7936 -0.4832 -1.0253 -0.02
H 1.9670 1.0669 -0.8764 0.12
H -2.5543 -1.8133 -0.5552 0.04
H -2.3859 -0.5839 0.8714 0.14
```

---

#b
# C4H6OS2

The molecule C4H6OS2 (ωB97M-V/def2-TZVPD, the Open Molecules 2025 dataset).

The calculation puts the highest occupied orbital energy at -8.84 eV. As for the SMILES: C=C(C)OC(=S)S. As for the multiplicity: 1. The calculation puts the orbital gap at 8.148 eV.

```
13
Properties=species:S:1:pos:R:3:lowdin_charge:R:1
S 2.4653 -1.3802 0.2407 0.79
S 2.4148 -0.6497 3.2642 0.75
O 0.9442 0.9006 1.3374 -0.15
C 2.0055 -0.4445 1.7557 -1.02
C 0.2605 0.7599 -0.9801 0.05
C 0.1201 0.5259 0.3408 -0.54
C -1.0117 -0.3994 0.9586 -0.04
H -0.4040 -1.2862 1.4575 0.09
H -0.4727 0.4715 -1.6491 0.04
H 1.0887 1.3487 -1.3124 0.06
H -1.9097 -0.7891 0.4968 0.06
H -1.3532 0.2444 1.8312 0.09
H 2.7191 -2.5155 0.7436 -0.18
```

---

#c
# C4H6OS2

A structure of composition C4H6OS2 (ωB97M-V/def2-TZVPD, the Open Molecules 2025 dataset).

The calculation puts the highest occupied orbital energy at -8.57 eV. As for the multiplicity: 1. The calculation puts the orbital gap at 8.961 eV.

```
13
Properties=species:S:1:pos:R:3:lowdin_charge:R:1
S 1.3273 -1.8948 0.0471 0.84
S -0.8129 1.4763 0.8205 0.94
O -0.8762 0.8694 -1.8091 -0.08
C -0.3267 -1.3475 0.4386 -0.53
C 1.4088 -0.0991 -0.2180 -0.47
C 0.2009 0.0229 0.7172 -0.83
C -1.4097 1.5220 -0.8868 -0.50
H 0.5799 -0.1198 1.8048 0.12
H -0.9832 -1.5116 -0.4190 0.07
H 0.8898 0.1125 -1.2609 0.09
H -0.9219 -1.9553 1.2640 0.13
H 2.3737 0.5358 -0.0795 0.12
H -2.3981 2.0883 -1.0238 0.10
```

---

#d
# C4H6OS2

A structure of composition C4H6OS2 (ωB97M-V/def2-TZVPD, the Open Molecules 2025 dataset).

The calculation puts the highest occupied orbital energy at -8.56 eV. As for the multiplicity: 1. The calculation puts the orbital gap at 7.812 eV.

```
13
Properties=species:S:1:pos:R:3:lowdin_charge:R:1
S 0.4132 1.4347 0.9641 0.81
S -2.1384 2.4279 -0.0394 0.62
O -0.5262 -0.5410 -1.4684 -0.22
C 2.1619 -0.2824 0.1040 -0.12
C 1.0987 -0.1621 1.2385 -0.54
C -1.1932 1.0449 0.1185 -1.01
C -1.6342 -0.1561 -0.5402 -0.38
H 3.1124 -1.0047 0.3687 0.08
H -2.5507 0.0476 -1.3146 0.15
H 0.1480 -1.3103 -0.7100 0.23
H 2.1948 0.4427 -0.9914 0.15
H 0.8479 -0.9788 2.1210 0.12
H -1.9341 -0.9625 0.1491 0.11
```

---

Which of them is least stable? Easy: #d.

---

#a
# C5H8OS2

The molecule C5H8OS2 (ωB97M-V/def2-TZVPD, the Open Molecules 2025 dataset).

The calculation puts the highest occupied orbital energy at -8.29 eV. As for the SMILES: CS/C=C1\CSCO1. As for the multiplicity: 1. The calculation puts the orbital gap at 9.085 eV.

```
16
Properties=species:S:1:pos:R:3:lowdin_charge:R:1
S 2.0765 -0.3490 -0.7042 0.79
S -2.6837 -1.0755 0.1764 0.89
O -1.4980 1.2112 0.0669 -0.07
C -1.0414 -0.9833 -0.5807 -0.44
C -0.5218 0.3904 -0.2812 -0.48
C 0.7489 0.7476 -0.2510 -0.39
C 3.0784 -0.3735 0.8571 -0.37
C -2.7717 0.7193 -0.1249 -0.46
H -0.4108 -1.7568 -0.1616 0.06
H -3.1025 0.9160 -1.1485 0.10
H 3.9845 -0.9194 0.5813 0.03
H 0.9824 1.8109 -0.0695 0.09
H -1.0750 -1.1802 -1.6846 0.11
H 2.4728 -0.9010 1.6018 0.03
H -3.4992 1.0746 0.6111 0.09
H 3.2606 0.6687 1.1118 0.03
```

---

#b
# C5H8OS2

The molecule C5H8OS2 (ωB97M-V/def2-TZVPD, the Open Molecules 2025 dataset).

The calculation puts the highest occupied orbital energy at -8.50 eV. As for the SMILES: CC(=S)S[C@H]1C[C@@H]1O. As for the multiplicity: 1. The calculation puts the orbital gap at 8.436 eV.

```
16
Properties=species:S:1:pos:R:3:lowdin_charge:R:1
S 1.0018 -1.5421 -0.1870 0.84
S 3.7667 -0.8892 -0.0364 0.62
O -3.0780 -0.7009 0.2011 -0.08
C 1.8641 1.2590 0.1389 -0.13
C -1.8780 -0.7085 -0.4670 -0.42
C -0.5119 -0.7502 0.3860 -0.50
C -1.0221 0.4776 -0.4879 -0.13
C 2.2748 -0.2408 -0.0763 -1.10
H 1.4861 1.3120 1.1266 0.07
H 2.6389 1.9319 0.0520 0.03
H -0.4628 0.7054 -1.4696 0.13
H -2.1033 -1.5515 -1.1026 0.14
H -0.7152 -0.8616 1.5298 0.13
H 1.1471 1.5345 -0.7337 0.09
H -3.0407 -1.3486 1.1039 0.21
H -1.3675 1.3730 0.0222 0.11
```

---

Which of them is least stable? Easy: #b.

---

#a
# C5H8OS2

The molecule C5H8OS2 (ωB97M-V/def2-TZVPD, the Open Molecules 2025 dataset).

The calculation puts the highest occupied orbital energy at -8.64 eV. As for the SMILES: C[C@@]12SCO[C@H]1[C@@H]2S. As for the multiplicity: 1. The calculation puts the orbital gap at 9.360 eV.

```
16
Properties=species:S:1:pos:R:3:lowdin_charge:R:1
S 0.9622 -0.8765 -1.3561 0.89
S -3.0569 -0.6398 -0.2541 0.77
O 0.8471 -0.4276 1.3363 -0.12
C 0.3909 1.6373 -0.4723 -0.10
C -0.3755 -0.5050 0.6926 -0.40
C 1.7376 -1.0329 0.4403 -0.34
C -1.5800 0.2452 0.1510 -0.55
C -0.2029 0.2582 -0.6004 -0.69
H -2.4590 -1.7508 -0.8086 -0.10
H 1.7632 -2.1052 0.5938 0.08
H 1.4823 1.6587 -0.2200 0.09
H 2.6491 -0.4799 0.5429 0.09
H -0.0344 2.1525 0.3921 0.09
H 0.2703 2.2081 -1.3651 0.07
H -1.8008 1.2492 0.4361 0.08
H -0.5932 -1.5916 0.4915 0.12
```

---

#b
# C5H8OS2

A structure of composition C5H8OS2 (ωB97M-V/def2-TZVPD, the Open Molecules 2025 dataset).

The calculation puts the highest occupied orbital energy at -8.80 eV. As for the multiplicity: 1. The calculation puts the orbital gap at 8.798 eV.

```
16
Properties=species:S:1:pos:R:3:lowdin_charge:R:1
S 0.1446 1.5671 -0.3150 0.92
S -3.5684 -0.3027 -0.2253 0.71
O -0.9922 -0.7410 -0.1583 -0.14
C -1.9840 0.1939 -0.0628 -0.90
C 1.2663 -0.6467 -1.4202 -0.09
C 1.1785 -0.6697 1.2395 -0.10
C -1.5046 1.4557 0.2785 -0.52
C 0.4060 -0.2641 -0.0184 -0.78
H 2.0400 0.3643 -1.3890 0.10
H 1.8754 -1.8765 0.9614 0.18
H 2.0190 0.2979 1.4065 0.15
H -2.0146 2.0768 -0.3277 0.04
H 1.7303 -1.5780 -0.8175 0.06
H 0.1712 -0.7972 1.9549 0.14
H -1.4646 1.6642 1.3760 0.13
H 0.6972 -0.7440 -2.4827 0.12
```

---

Which of them is least stable? Easy: #b.

---

#a
# C5H14NO4

A cluster of 3 separate species, C5H14NO4 in total (ωB97M-V/def2-TZVPD, the Open Molecules 2025 dataset).

The calculation puts the highest occupied orbital energy at -1.79 eV. Its charge is -1. As for the multiplicity: 1. The calculation puts the orbital gap at 5.294 eV.

```
24
Properties=species:S:1:pos:R:3:lowdin_charge:R:1
O 1.3260 1.1235 1.1658 -0.10
O -0.1406 -3.2457 0.5988 -0.18
O -1.5760 2.9264 -0.2499 -0.06
O 2.1691 2.3991 -1.2008 -0.11
N -0.4338 -0.2264 0.8185 -0.18
C 0.3896 -0.2421 -1.7632 -0.02
C 0.2320 0.6913 1.5930 -0.33
C -1.8329 -0.4786 1.2284 -0.21
C -0.0552 -0.9851 -0.4316 -0.28
C 0.7062 -2.1956 0.1409 -0.29
H -2.7445 -0.0544 0.8703 -0.04
H -1.0549 -1.6482 -0.5622 0.15
H 2.4918 1.8025 -0.4642 0.05
H -0.6842 3.2838 -0.5054 0.05
H 1.2095 2.3049 -1.1895 -0.03
H -1.2379 2.1049 0.0811 -0.02
H -0.8843 -2.7188 1.2214 0.14
H 1.3439 -1.9456 0.9825 0.10
H -0.3722 1.1830 2.4352 0.14
H 1.3189 -0.8687 -2.2112 0.12
H 0.6508 0.8240 -1.5872 0.03
H 1.3496 -2.6655 -0.6609 0.11
H -1.8281 -0.9919 2.1645 -0.05
H -0.3425 -0.3766 -2.4742 0.02
```

---

#b
# C5H14NO4

A cluster of 3 separate species, C5H14NO4 in total (ωB97M-V/def2-TZVPD, the Open Molecules 2025 dataset).

The calculation puts the highest occupied orbital energy at -4.82 eV. Its charge is -1. As for the multiplicity: 1. The calculation puts the orbital gap at 8.569 eV.

```
24
Properties=species:S:1:pos:R:3:lowdin_charge:R:1
O -1.5206 -0.7069 2.9125 -0.20
O -0.2119 2.4032 2.4525 0.00
O 0.6275 -0.8064 0.5698 -0.24
O -1.8827 -1.0756 0.2798 -0.43
N -0.3379 1.9992 0.3191 0.03
C -0.4538 1.2536 -0.9155 -0.19
C 0.9348 -0.8169 -1.7047 -0.24
C -0.1051 1.5332 1.6265 -0.31
C 1.4013 -1.3993 -0.3921 -0.34
C 0.9144 0.6902 -1.5880 -0.17
H 1.5520 -1.2744 -2.4970 0.10
H 1.0820 1.3219 -2.4160 0.06
H 1.2232 -2.5372 -0.4076 0.12
H 1.8220 0.8055 -0.8306 0.14
H -1.1296 0.4233 -0.7356 0.05
H -0.6120 -0.7652 2.3803 0.04
H 2.4277 -1.1811 -0.0441 0.11
H -0.2252 2.9744 0.2238 0.10
H -2.1636 -1.0210 2.1566 0.04
H -0.0470 0.4865 1.8137 0.06
H -0.4522 -0.8508 0.5456 0.02
H -0.8900 1.8658 -1.7936 0.12
H -1.8686 -2.0523 -0.0353 0.00
H -0.0846 -1.2696 -1.9203 0.12
```

---

Which of them is least stable? Easy: #a.

---

#a
# C5H14NO4

A cluster of 3 separate species, C5H14NO4 in total (ωB97M-V/def2-TZVPD, the Open Molecules 2025 dataset).

The calculation puts the highest occupied orbital energy at -4.39 eV. Its charge is -1. As for the multiplicity: 1. The calculation puts the orbital gap at 8.175 eV.

```
24
Properties=species:S:1:pos:R:3:lowdin_charge:R:1
O 2.8224 -1.1571 -0.3122 0.01
O 0.2898 -1.2847 2.9010 -0.14
O 0.2702 0.8955 1.3379 -0.31
O 1.7799 2.7556 0.4598 -0.17
N -0.9221 0.9841 -0.7505 -0.03
C -1.8826 -1.1632 -1.2813 -0.09
C 1.8790 -0.4485 -0.5746 -0.26
C -0.6446 -0.2664 -1.4495 -0.40
C 0.5537 -1.1315 -0.9198 -0.13
C -0.9604 0.9331 0.7541 -0.39
H -0.1491 1.6211 -0.9122 0.08
H -0.3821 -0.8282 3.4452 0.02
H 0.7741 -1.7643 -1.7932 0.11
H -0.3807 -0.0288 -2.4849 0.13
H 1.9609 0.6344 -0.7233 0.10
H 2.6406 2.6660 0.9027 0.01
H -2.7556 -0.5591 -1.5666 0.07
H -1.4185 1.9207 0.9685 0.10
H -2.0469 -1.3132 -0.2147 0.06
H 1.2441 1.9362 0.8043 -0.03
H -1.9625 -2.0962 -1.8336 0.07
H 0.2614 -1.8345 -0.1400 0.11
H -1.5979 0.1279 1.1309 0.09
H 0.6269 -0.5990 2.2519 0.01
```

---

#b
# C5H14NO4

A cluster of 3 separate species, C5H14NO4 in total (ωB97M-V/def2-TZVPD, the Open Molecules 2025 dataset).

The calculation puts the highest occupied orbital energy at -4.83 eV. Its charge is -1. As for the multiplicity: 1. The calculation puts the orbital gap at 8.466 eV.

```
24
Properties=species:S:1:pos:R:3:lowdin_charge:R:1
O -0.4208 -2.5414 1.5736 -0.09
O -0.5129 -2.4125 -2.0647 -0.08
O 1.4097 -2.4505 0.2616 -0.05
O -2.5506 -1.0340 1.3184 -0.14
N 0.7388 -0.6090 1.4337 0.03
C 1.4395 0.3448 0.6052 -0.23
C -0.4555 1.7041 -0.5201 -0.24
C 0.6166 -1.9778 1.0934 -0.75
C 0.1379 1.6536 -1.9342 -0.11
C 0.6499 1.6576 0.5646 -0.21
H -1.6599 -1.4903 1.4708 -0.02
H -1.0040 0.7724 -0.3487 0.09
H 1.0871 1.1205 -1.9131 0.06
H -1.3195 -2.0862 -1.6579 0.02
H -1.0930 2.5762 -0.3805 0.09
H 0.1976 1.9380 1.5115 0.10
H 0.5274 2.6320 -2.2366 0.06
H 0.1460 -2.3592 -1.3523 0.00
H -0.5724 1.2424 -2.6382 0.06
H -2.9286 -1.1744 2.1927 0.01
H 1.5541 -0.1545 -0.3567 0.10
H 2.4837 0.5231 0.9122 0.10
H 1.4352 2.4016 0.3488 0.10
H 0.0935 -0.2766 2.1166 0.10
```

---

Which of them is least stable? Easy: #a.